31
Properties=species:S:1:pos:R:3:forces:R:3 method="wB97M-V/def2-TZVPD" relative_energy_ev=0.4769 total_energy_ha=-635.9121 spin_multiplicity=5 total_charge=+4
Ru 0.27020 -0.16056 0.15052 -0.173 0.308 0.307
C -2.55730 -2.88002 -1.63570 -0.246 -0.801 -0.671
C -1.38070 -2.08666 -1.37806 0.070 0.505 -0.104
C -1.02929 -0.92143 -2.12507 -0.363 -0.095 -0.411
C 0.29879 -0.45746 -2.15199 0.242 0.084 -0.688
C 1.36995 -1.22506 -1.55552 -0.123 -0.710 -0.814
C 1.01643 -2.29014 -0.69414 0.164 -0.251 -0.014
C -0.35443 -2.52013 -0.42818 0.268 -0.829 0.214
H -2.90776 -2.78927 -2.68586 0.165 0.171 0.302
H -3.47920 -2.58614 -1.07249 0.099 0.240 0.219
H -2.45160 -3.95543 -1.38432 0.099 0.392 0.141
H -1.77205 -0.46160 -2.78151 0.102 0.038 0.124
H 0.56476 0.32341 -2.87932 -0.122 -0.059 0.455
H 2.40790 -1.08734 -1.88700 -0.245 0.224 0.323
H 1.77274 -2.97204 -0.27779 -0.185 0.469 0.180
H -0.63387 -3.29271 0.29867 0.138 0.266 0.005
C 1.21926 3.83883 0.58943 0.252 0.288 -0.718
C 0.81722 2.51158 0.98003 -0.514 0.439 0.485
C 1.77625 1.55449 1.50619 0.682 -0.008 0.545
C 1.37369 0.47043 2.29160 -0.195 -0.026 0.340
C -0.01213 0.12402 2.37599 0.342 0.081 0.632
C -0.98592 1.02029 1.80799 -0.140 0.890 0.234
C -0.57987 2.12859 1.05622 -0.363 -0.095 0.046
H 2.27036 3.91913 0.25553 -0.252 -0.129 -0.046
H 1.25982 4.57947 1.44246 -0.145 -0.429 0.320
H 0.49653 4.36933 -0.05741 0.160 -0.261 0.046
H 2.83925 1.80711 1.44904 -0.135 -0.168 -0.120
H 2.10973 -0.07011 2.89761 -0.097 -0.118 -0.407
H -0.33936 -0.64369 3.08966 0.120 0.044 -0.406
H -2.04176 0.91027 2.08825 0.213 -0.174 -0.393
H -1.33764 2.84285 0.71518 0.183 -0.286 -0.127